# 1
Entry from the Open Molecules 2025 dataset: one molecule with the formula C11H20N2O (ωB97M-V with the def2-TZVPD basis set).

```
34
Properties=species:S:1:pos:R:3:mulliken_charge:R:1
O 1.649 1.379 -1.638 -0.60
N -0.376 -0.288 1.883 0.05
N 0.454 -1.891 -0.372 0.16
C -0.490 0.492 -0.559 2.54
C 1.802 -1.416 -0.087 -1.18
C -0.283 -0.892 -1.210 -2.01
C -1.007 2.692 -1.721 -1.42
C 1.761 -0.004 0.513 0.74
C -0.704 -1.711 2.040 -0.87
C -0.310 -2.645 0.742 -0.54
C -1.468 1.312 -1.424 -0.68
C -1.109 0.433 0.825 -1.67
C 1.087 0.120 1.905 -1.18
C 0.968 0.994 -0.383 -1.25
H -1.598 0.707 -2.398 0.38
H -2.442 1.374 -0.997 0.41
H -0.221 2.813 -2.618 0.17
H -1.803 -1.762 2.218 0.43
H -1.323 -2.967 0.468 0.27
H -2.090 -0.227 0.956 0.48
H 0.869 1.884 0.158 0.64
H 1.237 2.153 -2.068 0.28
H 1.611 -0.490 2.659 0.48
H -1.883 3.220 -2.085 0.48
H -1.232 -1.393 -1.555 0.47
H 1.179 1.176 2.278 0.31
H -1.242 1.423 1.186 0.42
H 0.217 -0.755 -2.208 0.35
H 2.286 -2.056 0.657 0.51
H 2.815 0.309 0.669 0.41
H 2.436 -1.493 -0.971 0.33
H -0.591 3.165 -0.840 0.36
H -0.345 -1.996 2.977 0.43
H 0.147 -3.661 1.000 0.31
```

Its frontier orbital gap is 8.692 eV. The calculation puts the energy above the lowest of the compared OMol25 structures with the same formula, charge and spin at 233.2 kJ/mol. The HOMO energy comes out at -7.9 eV. Its SMILES is CC[C@]12CN3CCN(C[C@H](C3)[C@H]1O)C2.

***

# 2
Entry from the Open Molecules 2025 dataset: a 2-piece molecular cluster, C11H20N2O2 overall (ωB97M-V with the def2-TZVPD basis set).

```
35
Properties=species:S:1:pos:R:3:mulliken_charge:R:1
O -1.213 -2.873 -3.772 -0.56
O 0.775 -2.882 -2.154 -0.36
N 2.022 1.360 2.488 -0.42
N -1.429 2.019 0.976 -0.49
C -0.632 -2.617 -0.179 -0.45
C 1.317 1.250 3.408 0.42
C 0.910 -2.429 -0.731 0.00
C 1.592 -0.918 -0.631 -0.40
C -0.718 3.061 0.132 -0.42
C -0.409 2.497 -1.402 -0.72
C 1.013 1.658 -1.451 -0.41
C 0.736 0.039 -1.667 -0.34
C 0.426 1.112 4.572 -0.80
C -1.349 -3.687 -1.245 -0.53
C -0.618 -3.107 -2.599 0.54
H 2.753 -0.951 -0.881 0.31
H -0.816 -3.091 0.876 0.38
H -0.585 1.470 4.352 0.24
H 1.647 2.084 -2.363 0.35
H 1.519 -0.481 0.465 0.10
H 1.686 1.827 -0.488 0.28
H -1.030 -4.723 -0.802 0.31
H -0.367 3.386 -2.188 0.31
H 0.792 1.683 5.432 0.30
H 0.337 0.068 4.891 0.27
H -1.368 -1.707 -0.267 0.06
H -2.097 2.539 1.619 0.23
H -1.932 1.309 0.400 0.18
H -0.420 -0.133 -1.455 -0.02
H -1.458 3.968 -0.004 0.28
H 0.907 -0.249 -2.813 0.23
H 0.276 3.336 0.686 0.23
H -2.498 -3.466 -1.362 0.29
H 1.575 -3.183 -0.123 0.31
H -1.346 1.832 -1.720 0.33
```

Its frontier orbital gap is 9.780 eV. The calculation puts the energy above the lowest of the compared OMol25 structures with the same formula, charge and spin at 726.2 kJ/mol. The HOMO energy comes out at -9.2 eV. Its SMILES is NCCCCC[C@H]1CCC(=O)O1.CC#N.

***

# 3
Entry from the Open Molecules 2025 dataset: one molecule with the formula C11H20N2O5 (ωB97M-V with the def2-TZVPD basis set).

```
38
Properties=species:S:1:pos:R:3:mulliken_charge:R:1
O -1.682 -0.024 -4.259 -0.46
O -0.784 -3.658 -2.613 -0.55
O -2.642 -0.830 -2.427 -0.56
O -0.682 2.323 -0.754 -0.75
O -0.793 -2.632 -0.619 -0.46
N -1.405 -0.289 1.615 -0.59
N -0.406 0.074 -0.871 0.39
C 0.192 1.544 2.060 0.11
C -0.324 0.047 -2.317 -0.36
C -0.694 1.202 -0.270 0.02
C -1.678 -0.344 -2.955 0.30
C -0.273 -2.917 -1.828 0.34
C -0.331 1.635 3.515 -1.56
C 1.014 -2.109 -2.012 -0.43
C 1.481 0.788 1.781 -0.06
C 2.566 1.280 2.681 -1.54
C -0.985 1.040 1.232 0.08
C 0.862 -0.812 -2.828 -0.77
H 2.385 0.923 3.673 0.36
H 0.658 -1.103 -3.901 0.37
H 0.489 1.866 4.220 0.41
H 2.574 2.388 2.682 0.34
H -0.783 0.750 3.867 0.35
H 0.503 2.613 1.770 0.35
H -0.024 1.071 -2.562 0.58
H -2.498 -0.425 -4.580 0.36
H 1.328 -0.249 1.924 0.25
H 1.712 0.972 0.674 0.17
H 3.525 0.938 2.325 0.43
H -0.797 -1.017 1.866 0.18
H -1.708 -2.932 -0.716 0.32
H -2.319 -0.574 1.293 0.23
H 1.464 -1.951 -0.994 0.20
H -1.829 1.716 1.471 0.52
H 1.833 -0.332 -2.811 0.39
H 1.773 -2.648 -2.535 0.46
H -1.118 2.410 3.553 0.38
H -0.605 -0.735 -0.348 0.19
```

Its frontier orbital gap is 9.329 eV. The calculation puts the energy above the lowest of the compared OMol25 structures with the same formula, charge and spin at 69.1 kJ/mol. The HOMO energy comes out at -8.8 eV. Its SMILES is CC[C@H](C)[C@H](N)C(=O)N[C@@H](CCC(=O)O)C(=O)O.

***

# 4
Entry from the Open Molecules 2025 dataset: an isolated ion of composition C11H20NO and charge -1 (ωB97M-V with the def2-TZVPD basis set).

```
33
Properties=species:S:1:pos:R:3:mulliken_charge:R:1
O -1.164 1.405 -2.052 -0.91
N -0.677 1.174 -0.744 0.07
C 2.272 -0.920 0.778 -1.79
C 0.700 0.713 -0.799 1.73
C 1.235 -0.163 -2.017 -2.12
C 0.434 0.630 1.579 -1.49
C -2.739 0.847 0.271 -1.51
C 1.010 -0.121 0.429 0.79
C 1.553 2.050 -0.716 -1.76
C -1.548 0.065 -0.196 1.36
C -0.326 -0.584 1.069 0.68
C -0.630 -1.730 2.026 -1.81
C -1.726 -1.186 -1.150 -1.52
H 0.097 1.637 1.408 0.23
H -1.178 -2.030 -0.666 0.25
H -3.681 0.364 0.708 0.30
H -1.683 -1.696 2.295 0.42
H 1.049 0.425 -2.921 0.42
H -1.296 -0.962 -2.104 0.32
H 1.913 2.090 0.276 0.38
H 3.197 -0.405 0.516 0.46
H -0.333 -2.774 1.728 0.29
H 2.427 -1.939 0.286 0.21
H -0.063 -1.492 2.992 0.35
H 2.298 -0.075 -1.935 0.62
H 0.819 0.518 2.594 0.42
H 2.281 2.092 -1.548 0.39
H 1.057 -1.271 -2.096 0.30
H 0.725 2.716 -0.831 0.45
H -3.010 1.248 -0.745 0.40
H -2.828 -1.313 -1.271 0.42
H 2.272 -1.008 1.930 0.36
H -2.454 1.695 0.909 0.34
```

Its frontier orbital gap is 5.401 eV. The calculation puts the energy above the lowest of the compared OMol25 structures with the same formula, charge and spin at 0.0 kJ/mol. As for the charge: -1. The HOMO energy comes out at -2.0 eV. Its SMILES is CC1(C)N([O-])C(C)(C)[C@@]2(C)C[C@@]12C.

***

# 5
Entry from the Open Molecules 2025 dataset: an isolated ion of composition C11H21BINO5 and charge -2 (ωB97M-V with the def2-TZVPD basis set).

```
40
Properties=species:S:1:pos:R:3:mulliken_charge:R:1
I -3.180 -1.093 -2.936 -0.12
O -1.219 -3.536 -0.373 -0.67
O -0.546 -0.723 -0.720 -0.59
O 0.105 -3.782 1.493 -0.82
O -0.787 0.429 1.274 -0.56
O 0.996 -0.705 2.578 -0.60
N 4.066 -1.004 -0.891 -0.80
C 0.820 2.407 0.489 0.39
C 0.263 -1.538 0.157 1.46
C 1.759 -1.889 -0.284 -1.26
C -0.013 1.698 -0.698 -0.91
C -2.577 1.055 -0.648 -0.68
C -3.915 -1.142 0.171 -0.83
C -0.016 -0.753 1.553 -0.23
C 1.723 3.571 -0.233 -1.26
C -0.356 -3.030 0.414 -0.11
C -3.632 -0.098 -1.009 -0.39
C 2.838 -0.740 -0.026 0.54
B -1.099 0.529 -0.170 0.89
H -3.048 -1.839 0.407 0.12
H 2.724 3.631 0.312 0.34
H -0.517 2.557 -1.284 0.22
H 1.919 3.202 -1.298 0.25
H 2.462 0.301 -0.350 -0.28
H 0.089 2.934 1.182 0.32
H -4.228 -0.533 1.103 0.23
H -4.872 -1.715 -0.131 0.35
H 4.814 -0.412 -0.476 0.27
H 3.222 -0.754 1.054 0.10
H 1.561 1.720 1.012 -0.15
H 1.634 0.022 2.426 0.36
H -2.561 1.777 -1.538 0.23
H 1.742 -2.064 -1.426 0.23
H 1.127 4.544 -0.207 0.33
H 2.126 -2.890 0.157 0.42
H -3.038 1.659 0.228 0.14
H -0.810 -1.433 2.043 0.23
H 4.386 -1.971 -0.690 0.24
H -4.639 0.436 -1.207 0.47
H 0.676 1.172 -1.461 0.13
```

Its frontier orbital gap is 5.388 eV. As for the charge: -2. The HOMO energy comes out at -0.9 eV.

***

# 6
Entry from the Open Molecules 2025 dataset: C11H21BN2O as an isolated structure (ωB97M-V with the def2-TZVPD basis set).

```
36
Properties=species:S:1:pos:R:3:mulliken_charge:R:1
O 2.689 -3.036 -2.290 -0.35
N -1.168 -0.475 0.615 -0.22
N -0.037 1.301 -0.801 -0.94
C -1.674 0.864 0.836 1.16
C 1.378 -3.642 -2.009 -0.46
C 0.817 -1.647 -0.800 0.44
C 0.436 -2.863 -1.194 -0.87
C 2.275 -1.220 -0.888 -0.21
C -0.808 3.285 0.353 -2.13
C -2.774 1.077 -0.230 -2.28
C 3.207 -2.406 -1.201 -0.56
C -2.315 0.837 2.195 -1.66
C 0.706 1.716 1.550 -1.93
C -0.412 1.808 0.525 1.83
B -0.199 -0.674 -0.240 0.11
H -3.576 0.445 -0.006 0.51
H 0.941 1.599 -0.938 0.29
H -1.665 -1.226 1.146 0.21
H 1.620 2.119 1.076 0.47
H -2.275 1.006 -1.132 0.59
H 0.565 2.458 2.380 0.37
H -1.613 3.609 0.928 0.38
H 0.813 0.689 1.752 0.46
H 2.440 -0.443 -1.665 0.21
H 2.532 -0.691 0.070 0.24
H -3.171 1.589 2.393 0.30
H 3.325 -3.065 -0.247 0.29
H -0.552 -3.126 -1.254 0.53
H -0.034 3.940 0.631 0.57
H 1.586 -4.662 -1.481 0.25
H 4.295 -1.940 -1.355 0.30
H -2.739 -0.119 2.159 0.51
H -0.828 3.552 -0.678 0.47
H 0.935 -3.716 -3.061 0.28
H -1.699 0.976 3.018 0.43
H -3.023 2.080 -0.155 0.41
```

Its frontier orbital gap is 8.514 eV. The calculation puts the energy above the lowest of the compared OMol25 structures with the same formula, charge and spin at 192.2 kJ/mol. The HOMO energy comes out at -8.0 eV.

***

# 7
Entry from the Open Molecules 2025 dataset: C11H21BaN4O13P3 as an isolated structure (ωB97M-V with the def2-TZVPD basis set).

```
53
Properties=species:S:1:pos:R:3:mulliken_charge:R:1
Ba -0.045 0.803 0.522 2.05
P -0.297 3.837 2.300 1.35
P -2.759 2.940 -1.085 1.16
P 1.102 1.222 3.495 0.71
O 2.846 -3.000 0.829 -0.69
O 2.149 0.893 2.314 -0.51
O 1.553 0.981 4.890 -0.85
O -0.837 0.682 -2.506 -0.62
O 1.301 -4.732 -3.628 -0.54
O -1.659 3.540 2.797 -0.89
O -2.109 -0.813 -3.539 -0.87
O -3.379 4.213 -0.640 -0.86
O -0.224 0.744 2.984 -0.83
O 1.381 -1.364 1.279 -0.75
O -0.110 5.450 2.257 -0.58
O -2.412 1.780 -0.201 -0.92
O 0.228 3.345 0.969 -1.07
N 0.188 3.238 4.865 -0.32
N -0.766 4.701 -1.101 -0.04
N 0.446 -1.467 -1.278 -0.03
N -3.752 0.679 -2.268 -0.10
C -1.078 -0.483 -2.888 0.16
C -1.208 3.534 -1.935 -0.75
C 1.926 -2.257 0.535 0.14
C 1.000 -3.648 -2.877 1.08
C -0.120 -1.587 -2.476 -0.12
C 0.105 -2.671 -3.304 -0.44
C 1.285 -2.418 -0.860 -0.02
C 2.250 3.845 3.599 -1.88
C -3.806 2.163 -2.421 -0.80
C 0.906 3.137 3.527 0.57
C 1.607 -3.516 -1.636 -0.47
H 2.073 -0.084 2.042 0.53
H 0.335 4.130 5.333 0.32
H -1.627 5.191 -0.806 0.42
H 0.570 2.448 5.434 0.38
H 2.726 3.798 2.620 0.37
H -0.126 5.329 -1.578 0.37
H -4.824 2.519 -2.278 0.38
H 2.310 -4.248 -1.265 0.56
H 0.806 -4.706 -4.453 0.29
H -3.053 0.169 -2.937 0.24
H -3.414 0.513 -1.308 0.29
H -1.445 3.871 -2.942 0.53
H -0.310 4.293 -0.238 0.12
H 2.907 3.348 4.315 0.49
H -0.912 5.850 2.615 0.37
H -0.417 -2.740 -4.251 0.40
H -0.418 2.795 -1.998 0.26
H -0.815 3.110 4.662 0.28
H -3.479 2.424 -3.425 0.33
H 2.142 4.899 3.869 0.44
H -4.660 0.242 -2.398 0.38
```

Its frontier orbital gap is 8.521 eV. The calculation puts the energy above the lowest of the compared OMol25 structures with the same formula, charge and spin at 98.6 kJ/mol. The HOMO energy comes out at -8.7 eV.

***

# 8
Entry from the Open Molecules 2025 dataset: C11H21BeBrN8OSbSe4 as an isolated structure (ωB97M-V with the def2-TZVPD basis set).

```
48
Properties=species:S:1:pos:R:3:mulliken_charge:R:1
Sb -0.218 -0.047 -5.249 0.66
Br -3.466 0.234 0.506 -0.18
Se 0.049 1.056 -3.416 -0.58
Se -0.746 -2.459 -4.991 -0.55
Se -2.066 0.990 -6.599 -0.80
Se 1.939 0.202 -6.554 -0.82
O -0.401 1.413 -0.100 0.31
N 1.429 -0.383 -0.425 0.30
N 0.371 3.565 -0.400 -0.18
N 3.721 -0.683 0.050 -0.57
N -1.817 3.030 -0.876 -0.38
N 0.686 -0.320 3.578 0.21
N 2.129 -0.592 1.773 -0.12
N -0.214 -0.762 1.473 -0.21
N -1.459 -1.166 -1.004 0.58
C 1.697 0.411 4.277 -1.07
C -1.065 -2.145 -1.893 -0.44
C -3.058 -3.418 -1.456 -0.43
C 2.377 -0.577 0.423 0.63
C -1.799 -3.296 -2.060 -0.89
C -2.764 -1.145 -0.603 0.45
C 0.812 -0.552 2.260 0.35
C 1.765 3.296 -0.053 -0.66
C -0.590 -0.572 4.178 -1.25
C -3.592 -2.271 -0.847 -0.47
C -0.581 2.627 -0.441 0.38
Be -0.239 -0.092 -0.282 -1.72
H -1.064 -0.851 2.014 0.23
H -0.165 -1.945 -2.476 0.62
H 1.777 -0.325 -1.371 0.15
H -1.343 0.167 3.857 0.38
H 4.280 -1.237 0.674 0.22
H -2.453 2.266 -1.100 0.14
H 2.273 4.248 -0.148 0.39
H 0.160 4.436 -0.874 0.25
H -0.941 -1.561 3.906 0.44
H -1.926 3.887 -1.406 0.22
H -1.409 -4.038 -2.791 0.41
H 1.301 0.786 5.244 0.36
H 2.239 2.553 -0.720 0.24
H 1.858 2.937 0.972 0.12
H -0.553 -0.565 5.261 0.37
H 3.787 -0.987 -0.918 0.30
H 2.058 1.247 3.663 0.35
H 2.946 -0.542 2.388 0.28
H -4.636 -2.191 -0.512 0.33
H -3.621 -4.354 -1.470 0.40
H 2.530 -0.277 4.535 0.30
```

Its frontier orbital gap is 2.299 eV. The calculation puts the energy above the lowest of the compared OMol25 structures with the same formula, charge and spin at 147.6 kJ/mol. As for the charge: -1. The HOMO energy comes out at -1.6 eV.

***

What did the fifth record say?
Entry from the Open Molecules 2025 dataset: an isolated ion of composition C11H21BINO5 and charge -2 (ωB97M-V with the def2-TZVPD basis set).

```
40
Properties=species:S:1:pos:R:3:mulliken_charge:R:1
I -3.180 -1.093 -2.936 -0.12
O -1.219 -3.536 -0.373 -0.67
O -0.546 -0.723 -0.720 -0.59
O 0.105 -3.782 1.493 -0.82
O -0.787 0.429 1.274 -0.56
O 0.996 -0.705 2.578 -0.60
N 4.066 -1.004 -0.891 -0.80
C 0.820 2.407 0.489 0.39
C 0.263 -1.538 0.157 1.46
C 1.759 -1.889 -0.284 -1.26
C -0.013 1.698 -0.698 -0.91
C -2.577 1.055 -0.648 -0.68
C -3.915 -1.142 0.171 -0.83
C -0.016 -0.753 1.553 -0.23
C 1.723 3.571 -0.233 -1.26
C -0.356 -3.030 0.414 -0.11
C -3.632 -0.098 -1.009 -0.39
C 2.838 -0.740 -0.026 0.54
B -1.099 0.529 -0.170 0.89
H -3.048 -1.839 0.407 0.12
H 2.724 3.631 0.312 0.34
H -0.517 2.557 -1.284 0.22
H 1.919 3.202 -1.298 0.25
H 2.462 0.301 -0.350 -0.28
H 0.089 2.934 1.182 0.32
H -4.228 -0.533 1.103 0.23
H -4.872 -1.715 -0.131 0.35
H 4.814 -0.412 -0.476 0.27
H 3.222 -0.754 1.054 0.10
H 1.561 1.720 1.012 -0.15
H 1.634 0.022 2.426 0.36
H -2.561 1.777 -1.538 0.23
H 1.742 -2.064 -1.426 0.23
H 1.127 4.544 -0.207 0.33
H 2.126 -2.890 0.157 0.42
H -3.038 1.659 0.228 0.14
H -0.810 -1.433 2.043 0.23
H 4.386 -1.971 -0.690 0.24
H -4.639 0.436 -1.207 0.47
H 0.676 1.172 -1.461 0.13
```

Its frontier orbital gap is 5.388 eV. As for the charge: -2. The HOMO energy comes out at -0.9 eV.